<one>
Molecular formula: C4H8N4
Method: DFT, the ωB97M-V functional and the def2-TZVPD basis

Results
- SMILES = N/N=C1\NC[C@H]2CN12
- multiplicity = 1
- LUMO energy (eV) = 0.87
- orbital gap (eV) = 9.3570

```
16
C4H8N4, DFT the ωB97M-V functional and the def2-TZVPD basis
N -2.522 0.057 0.093
N -1.600 -0.778 -0.387
C -0.510 -0.310 -0.241
N -0.376 0.951 0.340
C 0.979 1.400 -0.045
C 1.757 0.175 -0.388
C 1.648 -1.012 0.677
N 0.784 -0.879 -0.353
H -1.986 0.690 1.023
H -3.454 -0.715 0.467
H -1.226 1.678 -0.007
H 1.277 1.847 -1.063
H 1.486 1.813 0.738
H 2.447 -0.026 -1.330
H 1.559 -0.535 1.743
H 2.649 -1.728 0.563
```

<two>
Molecular formula: C4H8N4
Method: DFT, the ωB97M-V functional and the def2-TZVPD basis

Results
- multiplicity = 1
- LUMO energy (eV) = 0.33
- orbital gap (eV) = 9.3921

```
16
C4H8N4, DFT the ωB97M-V functional and the def2-TZVPD basis
C -1.121 1.101 -0.496
C -1.318 0.852 1.103
C -0.580 -0.305 1.397
C 0.842 -1.988 -0.155
H 1.937 1.754 -1.017
H 1.156 0.794 -0.034
H -2.238 1.088 -1.002
H -2.128 1.269 1.901
H -1.186 -0.612 2.343
H 0.672 -1.739 1.924
H 1.463 -3.298 0.153
H 0.030 -0.600 -1.526
N 1.073 1.872 -0.338
N -0.163 1.616 -1.154
N 0.408 -1.265 0.968
N 0.590 -1.739 -1.453
```

Tell me which of them is the most stable. Sure, it is <one>.

<one>
Molecular formula: C4H8N4
Method: DFT, the ωB97M-V functional and the def2-TZVPD basis

Results
- SMILES = CC1=C(NN)CN=N1
- multiplicity = 1
- LUMO energy (eV) = 0.39
- orbital gap (eV) = 7.9762

```
16
C4H8N4, DFT the ωB97M-V functional and the def2-TZVPD basis
C 0.700 -0.428 1.995
C 0.510 0.579 0.777
C -0.095 0.380 -0.490
N -0.527 -0.670 -0.996
N -0.633 -1.932 -0.471
C -0.186 1.571 -1.165
N 0.935 2.565 -0.481
N 1.188 1.897 0.512
H 0.195 0.081 2.801
H 0.155 -1.478 1.766
H 1.646 -0.952 2.141
H -0.965 -0.790 -2.153
H -0.496 -2.697 -0.916
H -1.488 -1.830 0.160
H -1.077 2.263 -1.103
H 0.139 1.439 -2.376
```

<two>
Molecular formula: C4H8N4
Method: DFT, the ωB97M-V functional and the def2-TZVPD basis

Results
- SMILES = CNc1nc[nH]c1N
- multiplicity = 1
- LUMO energy (eV) = 0.88
- orbital gap (eV) = 7.9764

```
16
C4H8N4, DFT the ωB97M-V functional and the def2-TZVPD basis
C -2.570 0.286 -0.049
N -1.395 -0.606 -0.235
C -0.133 0.128 -0.183
N -0.052 1.436 -0.072
C 1.243 1.744 0.052
N 2.019 0.570 0.072
C 1.155 -0.442 -0.097
N 1.661 -1.784 -0.126
H -3.364 -0.313 -0.041
H -2.645 0.762 0.861
H -2.565 1.009 -0.980
H -1.233 -1.359 0.407
H 1.741 2.724 0.210
H 2.975 0.381 -0.255
H 2.191 -2.058 0.701
H 0.972 -2.478 -0.264
```

<three>
Molecular formula: C4H8N4
Method: DFT, the ωB97M-V functional and the def2-TZVPD basis

Results
- SMILES = C1=N\C=N/CCNN/1
- multiplicity = 1
- LUMO energy (eV) = 0.74
- orbital gap (eV) = 9.6086

```
16
C4H8N4, DFT the ωB97M-V functional and the def2-TZVPD basis
C -1.669 0.731 -0.337
N -2.062 -0.497 -0.207
C -1.081 -1.404 0.594
N 0.114 -1.667 0.398
C 0.836 -0.996 -0.592
C 1.560 0.299 -0.134
N 0.582 0.816 0.962
N -0.595 1.339 0.375
H -2.334 1.319 -0.942
H -1.529 -1.674 1.633
H 1.671 -1.488 -1.148
H 0.218 -0.687 -1.358
H 1.648 1.145 -0.979
H 2.744 0.244 0.353
H 0.346 0.145 1.614
H -0.448 2.373 -0.233
```

Tell me which of them is the most stable. Sure, it is <two>.

<one>
Molecular formula: C4H8N4
Method: DFT, the ωB97M-V functional and the def2-TZVPD basis

Results
- SMILES = [H]/N=C(\C#N)CN(C)N
- multiplicity = 1
- LUMO energy (eV) = -0.16
- orbital gap (eV) = 9.3210

```
16
C4H8N4, DFT the ωB97M-V functional and the def2-TZVPD basis
H 2.489 1.525 1.178
N 1.575 1.301 0.765
C 1.551 0.099 0.273
C 2.814 -0.607 0.322
N 3.849 -1.137 0.341
C 0.402 -0.554 -0.458
N -0.903 -0.420 0.233
C -1.395 0.965 0.268
N -1.870 -1.242 -0.488
H 0.639 -1.624 -0.541
H 0.364 -0.147 -1.475
H -1.381 1.436 -0.722
H -2.426 0.995 0.642
H -0.820 1.581 0.964
H -2.167 -0.810 -1.368
H -2.722 -1.362 0.066
```

<two>
Molecular formula: C4H8N4
Method: DFT, the ωB97M-V functional and the def2-TZVPD basis

Results
- multiplicity = 1
- LUMO energy (eV) = -0.03
- orbital gap (eV) = 9.0808

```
16
C4H8N4, DFT the ωB97M-V functional and the def2-TZVPD basis
C -2.419 1.512 0.502
C -1.184 0.929 1.101
C 0.713 0.297 0.019
C 1.682 -1.315 -1.708
H -2.723 0.716 -0.596
H -3.383 1.969 1.223
H -1.966 2.435 -0.234
H 0.172 0.498 2.389
H 0.950 1.215 0.835
H 2.139 0.763 -1.262
H 2.247 -1.040 -2.784
H 0.574 -2.498 -0.374
N -0.797 0.993 2.287
N -0.535 -0.003 0.254
N 1.554 -0.111 -1.015
N 1.098 -2.680 -1.338
```

<three>
Molecular formula: C4H8N4
Method: DFT, the ωB97M-V functional and the def2-TZVPD basis

Results
- SMILES = C=C1N(C)N=NN1C
- multiplicity = 1
- LUMO energy (eV) = 0.97
- orbital gap (eV) = 8.4886

```
16
C4H8N4, DFT the ωB97M-V functional and the def2-TZVPD basis
C -1.087 0.901 -0.305
C -0.141 -0.027 -0.101
N 1.335 0.296 0.589
C 1.710 1.453 1.198
N 2.032 -0.762 0.459
N 1.452 -1.676 -0.145
N 0.225 -1.262 -0.529
C -0.654 -2.336 -0.969
H -2.008 0.703 -0.705
H -1.117 1.776 0.258
H 0.982 2.258 1.147
H 1.759 1.354 2.262
H 2.637 1.820 0.681
H -1.424 -1.767 -1.631
H 0.072 -3.032 -1.472
H -1.192 -2.768 -0.097
```

Tell me which of them is the most stable. Sure, it is <one>.

<one>
Molecular formula: C4H8N4
Method: DFT, the ωB97M-V functional and the def2-TZVPD basis

Results
- SMILES = C1=C\NNCC/N=N/1
- multiplicity = 1
- LUMO energy (eV) = 0.55
- orbital gap (eV) = 8.7615

```
16
C4H8N4, DFT the ωB97M-V functional and the def2-TZVPD basis
C -1.335 -0.472 -1.445
C -0.604 -1.514 -1.055
N 0.308 -1.554 0.022
N 1.230 -0.576 0.526
C 0.543 0.503 1.331
C 0.359 1.739 0.515
N -0.015 1.155 -0.818
N -1.177 0.691 -0.630
H -2.286 -0.528 -2.053
H -0.833 -2.492 -1.457
H 0.614 -2.443 0.328
H 1.467 -0.006 -0.302
H 1.248 0.684 2.149
H -0.433 0.090 1.646
H -0.460 2.424 0.847
H 1.374 2.300 0.395
```

<two>
Molecular formula: C4H8N4
Method: DFT, the ωB97M-V functional and the def2-TZVPD basis

Results
- SMILES = [H]/N=C\N=C(\C)N/C=N\[H]
- multiplicity = 1
- LUMO energy (eV) = 0.19
- orbital gap (eV) = 9.3813

```
16
C4H8N4, DFT the ωB97M-V functional and the def2-TZVPD basis
H 0.517 1.772 -2.064
N -0.213 1.350 -2.537
C -0.413 0.024 -2.320
N 0.276 -0.867 -1.439
C 0.381 -0.589 -0.114
C 1.309 -1.540 0.765
N -0.344 0.365 0.535
C -0.407 0.818 1.822
N -1.460 1.734 1.938
H -2.065 1.601 0.856
H -1.283 -0.444 -2.704
H 1.927 -1.106 1.439
H 0.549 -2.228 1.203
H 1.851 -2.365 0.117
H -0.910 1.011 -0.138
H 0.286 0.464 2.641
```

<three>
Molecular formula: C4H8N4
Method: DFT, the ωB97M-V functional and the def2-TZVPD basis

Results
- SMILES = CCC1=NN=CNN1
- multiplicity = 1
- LUMO energy (eV) = 0.89
- orbital gap (eV) = 9.5192

```
16
C4H8N4, DFT the ωB97M-V functional and the def2-TZVPD basis
C 2.254 0.306 -0.452
C 1.295 -0.829 0.203
C -0.222 -0.477 0.240
N -1.128 -1.299 -0.035
N -2.442 -1.147 -0.091
C -2.701 0.163 -0.282
N -1.686 1.029 -0.113
N -0.602 0.786 0.803
H 2.099 1.398 -0.325
H 3.191 -0.017 0.055
H 2.442 -0.015 -1.638
H 1.748 -1.828 0.128
H 1.609 -0.861 1.221
H -3.708 0.358 -0.622
H -1.246 1.695 -0.876
H -0.904 0.737 1.787
```

Tell me which of them is the most stable. Sure, it is <two>.

<one>
Molecular formula: C4H8N4
Method: DFT, the ωB97M-V functional and the def2-TZVPD basis

Results
- multiplicity = 1
- LUMO energy (eV) = 0.77
- orbital gap (eV) = 7.9887

```
16
C4H8N4, DFT the ωB97M-V functional and the def2-TZVPD basis
C 2.274 1.351 0.570
C 0.576 -0.337 0.076
C 0.083 -1.632 -0.155
C -1.426 -0.082 -0.287
H 3.229 1.670 0.463
H 1.538 1.920 -0.059
H 1.683 1.547 1.465
H 2.221 -0.795 1.032
H 0.491 -2.641 0.197
H -1.874 -2.115 -1.280
H -2.743 1.299 -1.247
H -3.473 0.392 0.066
N 1.887 -0.093 0.187
N -1.299 -1.489 -0.350
N -2.771 0.352 -0.712
N -0.393 0.654 0.034
```

<two>
Molecular formula: C4H8N4
Method: DFT, the ωB97M-V functional and the def2-TZVPD basis

Results
- SMILES = CNC1=NCC=NN1
- multiplicity = 1
- LUMO energy (eV) = 0.83
- orbital gap (eV) = 9.8163

```
16
C4H8N4, DFT the ωB97M-V functional and the def2-TZVPD basis
C 0.885 -2.327 -0.737
N 1.249 -0.732 -0.891
C 0.324 -0.018 0.055
N 0.939 1.029 0.624
C -0.208 1.967 1.115
C -1.463 1.860 0.249
N -1.778 0.887 -0.509
N -0.984 -0.334 -0.076
H 0.074 -2.491 -1.490
H 1.715 -2.947 -0.794
H 0.274 -2.517 0.302
H 2.292 -0.825 -0.470
H 0.134 2.937 1.143
H -0.463 1.527 2.160
H -1.837 3.131 0.072
H -1.155 -1.144 -0.752
```

<three>
Molecular formula: C4H8N4
Method: DFT, the ωB97M-V functional and the def2-TZVPD basis

Results
- multiplicity = 1
- LUMO energy (eV) = 0.86
- orbital gap (eV) = 9.0746

```
16
C4H8N4, DFT the ωB97M-V functional and the def2-TZVPD basis
C -1.378 -0.033 -1.109
C 0.881 0.295 -0.160
C -0.128 -0.960 1.519
C -0.546 0.067 0.441
H -2.463 0.083 -1.015
H -1.013 -0.855 -1.627
H -0.645 1.263 -2.610
H 1.540 1.006 -1.730
H 2.045 -0.839 2.197
H -0.299 -0.402 2.765
H -0.650 -2.073 1.438
H -0.686 1.150 0.938
N -0.686 1.439 -1.507
N 0.764 1.354 -1.194
N 1.859 -0.358 0.240
N 1.407 -1.136 1.415
```

Tell me which of them is the most stable. Sure, it is <one>.

<one>
Molecular formula: C3H10NO2
Method: DFT, the ωB97M-V functional and the def2-TZVPD basis

Results
- multiplicity = 1
- LUMO energy (eV) = 4.26
- orbital gap (eV) = 7.3456
- net charge = -1

```
16
C3H10NO2, DFT the ωB97M-V functional and the def2-TZVPD basis
C 0.784 1.362 -0.704
N -0.036 0.230 -0.290
C 0.757 -0.898 0.157
C 0.129 -1.283 1.594
O -0.495 -0.177 2.091
H 1.370 1.194 -1.611
H 0.138 2.223 -0.921
H 1.420 1.680 0.125
H -0.465 0.423 0.684
H 0.728 -1.780 -0.498
H 1.780 -0.584 0.434
H -0.604 -2.093 1.330
H 0.888 -1.694 2.277
H -2.480 -0.159 -1.819
H -1.544 0.770 -1.162
O -2.368 0.785 -1.687
```

<two>
Molecular formula: C3H10NO2
Method: DFT, the ωB97M-V functional and the def2-TZVPD basis

Results
- multiplicity = 1
- LUMO energy (eV) = 4.20
- orbital gap (eV) = 7.4234
- net charge = -1

```
16
C3H10NO2, DFT the ωB97M-V functional and the def2-TZVPD basis
C -1.061 -0.753 -0.938
C -0.684 0.731 -0.820
C 0.780 1.135 -0.361
O 0.971 0.655 0.880
N -2.277 -1.079 -1.747
H -1.260 -1.196 0.041
H -0.287 -1.383 -1.451
H -0.924 1.316 -1.754
H -1.342 1.026 0.039
H 0.851 2.224 -0.441
H 1.491 0.797 -1.227
H -2.901 -0.273 -1.604
H -1.970 -0.960 -2.714
H 1.519 -0.138 2.003
H 1.930 -1.479 2.863
O 2.114 -0.544 2.756
```

Tell me which of them is the most stable. Sure, it is <two>.

<one>
Molecular formula: C3H10NO2
Method: DFT, the ωB97M-V functional and the def2-TZVPD basis

Results
- multiplicity = 1
- LUMO energy (eV) = 4.32
- orbital gap (eV) = 8.0390
- net charge = -1

```
16
C3H10NO2, DFT the ωB97M-V functional and the def2-TZVPD basis
C -0.276 0.305 1.168
O -0.497 1.406 0.407
C 0.832 -0.610 0.547
C 0.300 -1.224 -0.756
N 2.010 0.285 0.324
H -1.112 -0.368 1.432
H 0.177 0.576 2.147
H 1.127 -1.422 1.210
H -0.342 -0.461 -1.209
H 1.078 -1.490 -1.479
H -0.401 -2.042 -0.556
H 2.447 -0.050 -0.536
H 1.495 1.130 0.018
H -1.639 1.169 -0.367
H -2.545 1.663 -1.572
O -2.654 1.131 -0.777
```

<two>
Molecular formula: C3H10NO2
Method: DFT, the ωB97M-V functional and the def2-TZVPD basis

Results
- multiplicity = 1
- LUMO energy (eV) = 3.34
- orbital gap (eV) = 5.6155
- net charge = -1

```
16
C3H10NO2, DFT the ωB97M-V functional and the def2-TZVPD basis
C -0.690 -0.001 -0.252
C 0.003 0.969 -1.176
C 1.553 0.692 -1.271
O 2.246 1.544 -2.009
N -2.151 -0.118 -0.440
H -0.222 -0.981 -0.401
H -0.495 0.265 0.792
H -0.147 2.004 -0.856
H -0.393 0.907 -2.197
H 1.872 0.619 -0.185
H 1.570 -0.384 -1.626
H -2.656 -0.037 0.434
H -2.504 0.584 -1.080
H 1.055 -2.699 3.295
H 0.585 -1.239 3.323
O 0.373 -2.123 3.649
```

Tell me which of them is the most stable. Sure, it is <one>.